# 1
A 2-piece molecular cluster, CH3Cl2P overall in a non-equilibrium geometry. Source: the OMol25 dataset; level of theory: the ωB97M-V functional and the def2-TZVPD basis.

```
7
Properties=species:S:1:pos:R:3:mulliken_spin:R:1
C -0.1438 -0.3896 1.9412 0.7132
P 0.6318 0.2367 0.6002 1.1139
Cl 0.7186 1.5255 -3.2207 0.0031
Cl -0.4501 -0.4938 -0.9465 0.1526
H -0.9835 -1.0221 1.5827 0.0336
H 0.2022 -0.3427 2.9460 -0.0174
H 0.0247 0.4859 -2.9028 0.0011
```

Its frontier orbital gap (alpha / beta) is 7.14 / 5.30 eV. For the HOMO energy (alpha / beta), the calculation gives -6.71 / -9.32 eV. As for the expectation value of S²: 2.01. Its charge is 0. Its multiplicity is 3.



# 2
CH3ClF2Si as an isolated structure in a non-equilibrium geometry. Source: the OMol25 dataset; level of theory: the ωB97M-V functional and the def2-TZVPD basis.

```
8
Properties=species:S:1:pos:R:3:mulliken_charge:R:1
C 0.3945 0.6265 0.9088 0.2276
F 0.6493 -0.1815 1.9843 -0.2116
F 1.4520 1.5137 0.7462 -0.2118
Si -0.2648 -0.7133 -1.0567 0.5172
Cl -1.0106 1.5674 1.4503 -0.1479
H -1.5997 -1.1967 -0.6677 -0.0566
H 0.5736 -1.8943 -1.2249 -0.0670
H -0.1942 0.2782 -2.1403 -0.0500
```

Its frontier orbital gap is 10.12 eV. For the HOMO energy, the calculation gives -10.21 eV. Its charge is 0. Its multiplicity is 1.



# 3
A 2-piece molecular cluster, CH3ClFNO2S2 overall in a non-equilibrium geometry. Source: the OMol25 dataset; level of theory: the ωB97M-V functional and the def2-TZVPD basis.

```
11
Properties=species:S:1:pos:R:3:mulliken_charge:R:1
N 1.0375 0.6748 -1.3164 -0.4171
S 1.6306 -0.1460 -0.0139 0.9633
O 0.4836 -0.3009 0.8543 -0.4431
O 2.4294 -1.2420 -0.3286 -0.4848
Cl 3.0632 1.1878 0.7064 -0.1713
H 1.4290 0.4742 -2.2237 0.2827
H 0.0928 0.4913 -1.2283 0.2682
F -1.8795 0.6319 0.1123 -0.1618
C -2.4511 -0.2616 0.9007 0.1009
S -3.7979 -1.0855 0.5625 -0.2087
H -2.0376 -0.4242 1.9749 0.2715
```

Its frontier orbital gap is 9.31 eV. For the HOMO energy, the calculation gives -9.58 eV. Its charge is 0. Its multiplicity is 1. The SMILES is NS(=O)(=O)Cl.FC=S.



# 4
One molecule with the formula CH3ClFO3P in a non-equilibrium geometry. Source: the OMol25 dataset; level of theory: the ωB97M-V functional and the def2-TZVPD basis.

```
10
Properties=species:S:1:pos:R:3:mulliken_charge:R:1
C 1.0918 -1.2516 0.6209 -0.6023
O 0.2205 -0.1391 0.6860 -0.1712
P -0.1097 0.7763 -0.5996 0.3489
O -1.0181 1.9039 0.2028 -0.0539
F -0.3076 3.0364 0.6095 -0.1453
O -1.4670 -0.0681 -1.0045 -0.2155
Cl -2.3494 0.3656 -2.3855 0.0295
H 1.2485 -1.5766 1.6491 0.2242
H 2.0493 -0.9814 0.1722 0.3099
H 0.6418 -2.0654 0.0491 0.2756
```

Its frontier orbital gap is 9.92 eV. For the HOMO energy, the calculation gives -10.27 eV. Its charge is 0. Its multiplicity is 1. The SMILES is COP(OF)OCl.



# 5
A 2-piece molecular cluster, CH3ClN2 overall in a non-equilibrium geometry. Source: the OMol25 dataset; level of theory: the ωB97M-V functional and the def2-TZVPD basis.

```
7
Properties=species:S:1:pos:R:3:mulliken_charge:R:1
C -0.0827 0.1869 1.6542 -0.0503
N -0.0293 -0.0690 0.4282 -0.3094
N -0.2452 0.6212 -2.0067 -0.2264
Cl -0.3877 -0.9060 2.9679 -0.1515
H 0.2822 1.2856 1.8640 0.3088
H -0.1717 -1.0624 0.1939 0.2264
H 0.5347 0.3430 -2.5579 0.2023
```

Its frontier orbital gap (alpha / beta) is 9.59 / 9.59 eV. For the HOMO energy (alpha / beta), the calculation gives -10.22 / -10.20 eV. Its charge is 0. Its multiplicity is 1.



# 6
One molecule with the formula CH3ClN2O in a non-equilibrium geometry. Source: the OMol25 dataset; level of theory: the ωB97M-V functional and the def2-TZVPD basis.

```
8
Properties=species:S:1:pos:R:3:mulliken_charge:R:1
O -1.5075 -1.1109 0.3541 -0.4459
C -1.2472 -0.0887 -0.2686 0.0795
N 0.0826 0.3973 -0.3025 0.0175
N 0.9767 -0.4823 0.0635 -0.4041
Cl 1.5023 -0.4963 1.8351 -0.1243
H -2.0289 0.4640 -0.8354 0.3222
H 0.3161 1.3740 -0.4516 0.2204
H 1.9057 -0.0571 -0.3946 0.3346
```

Its frontier orbital gap is 10.19 eV. For the HOMO energy, the calculation gives -9.90 eV. Its charge is 0. Its multiplicity is 1. The SMILES is O=CNNCl.



# 7
A 2-piece molecular cluster, CH3ClN2O2 overall in a non-equilibrium geometry. Source: the OMol25 dataset; level of theory: the ωB97M-V functional and the def2-TZVPD basis.

```
9
Properties=species:S:1:pos:R:3:mulliken_charge:R:1
C 0.5432 -0.5164 0.1511 0.0619
N -2.2239 -0.5757 0.0956 0.7549
N -1.4774 -0.6736 -0.8674 -0.4800
O -3.4456 -0.5919 0.1722 -0.6459
O 1.6111 0.2501 -0.1042 -0.4205
Cl 0.7388 -2.2676 0.1315 -0.0999
H 2.0622 0.0496 -0.9999 0.3947
H 0.1348 -0.1855 1.1832 0.2476
H -1.6428 -0.2474 0.9539 0.1873
```

Its frontier orbital gap (alpha / beta) is 8.45 / 9.36 eV. For the HOMO energy (alpha / beta), the calculation gives -9.31 / -10.02 eV. Its charge is 0. Its multiplicity is 1.



# 8
A 2-piece molecular cluster, CH3ClN2O2 overall in a non-equilibrium geometry. Source: the OMol25 dataset; level of theory: the ωB97M-V functional and the def2-TZVPD basis.

```
9
Properties=species:S:1:pos:R:3:mulliken_charge:R:1
O 0.7490 1.7126 -0.2051 -0.2927
N 0.1738 0.6956 -0.5234 0.0386
C -1.0979 0.5428 0.1569 -0.1307
Cl -1.7856 -1.0430 -0.1754 -0.1799
H -1.0348 0.5646 1.1824 0.2678
H -1.8686 1.3999 -0.2690 0.3073
N 1.3254 -1.1481 0.2030 0.0866
O 2.5027 -0.8798 0.1363 -0.3026
H 1.0359 -1.8444 -0.5058 0.2057
```

Its frontier orbital gap is 8.35 eV. For the HOMO energy, the calculation gives -9.49 eV. Its charge is 0. Its multiplicity is 1. The SMILES is O=NCCl.N=O.



# 9
One molecule with the formula CH3ClN2S in a non-equilibrium geometry. Source: the OMol25 dataset; level of theory: the ωB97M-V functional and the def2-TZVPD basis.

```
8
Properties=species:S:1:pos:R:3:mulliken_charge:R:1
C -1.8500 -0.9921 0.6859 0.1202
N 0.1030 0.4971 0.1310 -0.6306
N -0.6040 -0.7500 0.3238 0.0333
S -3.0711 0.0113 0.9025 0.0384
Cl -2.9378 2.2540 0.9420 -0.3661
H -0.4357 1.3107 0.4987 0.2407
H 0.0164 0.8127 -0.8007 0.2753
H 0.0921 -1.4740 0.5187 0.2887
```

Its frontier orbital gap is 8.88 eV. For the HOMO energy, the calculation gives -9.58 eV. Its charge is 0. Its multiplicity is 1.



# 10
An isolated ion of composition CH3ClN3O and charge +1 in a non-equilibrium geometry. Source: the OMol25 dataset; level of theory: the ωB97M-V functional and the def2-TZVPD basis.

```
9
Properties=species:S:1:pos:R:3:mulliken_charge:R:1
H 2.4721 0.7232 0.1265 0.3270
N 1.5820 0.5684 -0.2934 -0.3349
N 0.4918 0.8458 0.0553 0.6603
Cl 0.0290 2.1061 1.3858 0.1006
N -0.5783 0.6046 -0.7359 -0.3270
C -1.0248 -0.5344 -0.6348 0.2975
O -0.2928 -1.2077 0.5537 -0.4446
H -1.8497 -1.1002 -1.1666 0.3774
H -0.8292 -2.0056 0.7095 0.3438
```

Its frontier orbital gap is 9.89 eV. For the HOMO energy, the calculation gives -16.65 eV. Its charge is +1. Its multiplicity is 1. The SMILES is [H]/N=[N+](Cl)/N=C\O.



# 11
A 2-piece molecular cluster, CH3ClN3O overall in a non-equilibrium geometry. Source: the OMol25 dataset; level of theory: the ωB97M-V functional and the def2-TZVPD basis.

```
9
Properties=species:S:1:pos:R:3:mulliken_charge:R:1
C 0.1343 -0.3893 1.6126 -0.1110
N -0.2235 1.1868 -3.3345 -0.2892
N -0.0904 -0.3200 -1.6539 -0.2531
N -0.4266 0.5453 -2.4043 0.6911
O 1.1889 0.2272 1.2958 -0.2866
Cl -1.0572 -1.0792 -0.4349 0.0673
H -0.7978 0.0572 1.6756 0.3874
H 0.1256 -1.4692 2.0371 0.3502
H 1.1468 1.2412 1.2065 0.4438
```

Its frontier orbital gap is 8.56 eV. For the HOMO energy, the calculation gives -14.52 eV. Its charge is +1. Its multiplicity is 1.



# 12
A 2-piece molecular cluster, CH3ClNO2Si overall in a non-equilibrium geometry. Source: the OMol25 dataset; level of theory: the ωB97M-V functional and the def2-TZVPD basis.

```
9
Properties=species:S:1:pos:R:3:mulliken_charge:R:1
C -4.6799 -0.3156 0.0795 0.3584
N -3.9240 -1.1937 0.0645 -0.3270
O -5.5831 0.3518 -0.1259 -0.4507
O -0.8517 -1.1881 0.2877 -0.4443
Si 0.5735 -0.6355 0.3798 0.2300
Cl 2.1775 -1.7529 -0.4536 -0.4057
H -2.9651 -1.3094 0.2532 0.4530
H 1.3172 -0.5170 1.6548 -0.2012
H 1.0642 0.6217 -0.1849 -0.2126
```

Its frontier orbital gap is 8.57 eV. For the HOMO energy, the calculation gives -5.18 eV. Its charge is -1. Its multiplicity is 1.



The following E values (in eV) correspond, in order, to the records above: -35414.81227 -26918.66973 -43579.43204 -31752.57424 -16582.95591 -18633.35475 -20677.20980 -20677.36393 -27421.09522 -20113.01013 -20112.63356 -27074.53229.
The following ΔE to the lowest compared entry with this formula, charge and spin values (in kJ/mol) correspond, in order, to the records above: 275.9 76.5 37.9 37.8 578.4 138.4 362.3 347.4 198.5 85.1 121.5 79.6.